A 8-piece molecular cluster, C7H28ClN14O7 overall at a distorted geometry. Source: OMol25; level of theory: ωB97M-V/def2-TZVPD.

```
57
Properties=species:S:1:pos:R:3:lowdin_charge:R:1
H -1.71032 0.48035 1.37514 0.016
C 0.35872 3.80938 -1.88398 -0.695
O 2.17103 3.40793 1.77749 0.020
H -3.87535 2.30750 3.37488 0.088
N 1.47041 3.21413 -1.36222 0.164
H 1.41506 2.21883 -1.22405 0.033
H -3.48550 1.98500 -1.84701 0.092
C -3.13440 0.44000 2.80417 -0.707
H 6.16458 -1.32445 -0.97344 0.092
N -3.73499 -1.09567 -0.98353 0.151
H -2.24997 2.06065 1.93905 0.099
C 2.11223 -2.37544 2.55452 -0.638
H -0.07846 -2.44904 -1.98881 0.010
H 1.73683 3.79580 4.20379 0.093
N 0.32057 -2.91262 -2.78878 0.148
O 0.28156 4.96957 -2.24773 0.002
O -3.18244 -0.76554 2.99685 0.004
H -1.48470 3.25957 -2.46108 0.086
C -0.41565 -3.08339 -3.92154 -0.697
H -2.30024 -3.08580 -4.51566 0.099
N 1.12815 1.40460 2.15752 0.133
H 1.21437 -3.36250 -2.73602 0.090
H 1.22702 0.59250 2.76416 0.041
C -4.21776 0.12577 -1.34766 -0.693
H 0.85982 2.28411 4.37303 0.083
O 2.85009 -2.95922 3.31448 0.039
H 0.86943 -2.42036 0.85776 0.056
H 2.89122 -2.28589 -1.00723 0.060
N 3.00243 -1.41994 -1.48919 0.143
H 2.17603 -0.88650 -1.71348 0.014
N -3.25392 1.05697 -1.54397 0.143
O 0.00512 -3.54600 -4.96974 0.011
H 5.05063 -2.51411 -0.63447 0.081
C 4.20475 -0.77192 -1.48286 -0.683
N -1.70818 -2.65969 -3.82410 0.147
H -2.81016 -1.09002 -0.57190 0.039
H 2.35612 3.67718 -1.31475 0.104
N -3.96792 1.31330 3.44161 0.138
Cl -0.11586 -0.02453 -0.75674 -0.075
H -4.21738 -1.95028 -0.78501 0.099
N -0.63130 2.89237 -2.08760 0.119
H -2.10795 -2.50338 -2.91319 0.071
N 1.53273 -2.91183 1.43802 0.144
H -4.70363 0.88412 3.97011 0.097
C 1.69940 2.58740 2.54695 -0.681
N 1.44371 2.90693 3.84832 0.135
H 0.80085 1.37485 1.20022 0.005
H 1.23490 -1.26195 4.00096 0.109
N -2.26173 1.06040 1.98543 0.166
O 4.40997 0.34826 -1.89715 0.036
H -0.42940 1.90900 -1.96201 -0.047
O -5.39414 0.34711 -1.60588 0.003
H -2.27992 0.85867 -1.72483 -0.007
H 0.50123 -1.09903 2.42041 0.075
N 5.19897 -1.59350 -1.00477 0.131
N 1.27866 -1.35990 3.00325 0.114
H 1.78473 -3.85977 1.22227 0.100
```

Calculated values
**Energy relative to the best compared isomer or geometry (same formula, charge and spin)**: 30.4 kcal per mole
**Total charge**: -1
**Orbital gap**: 9.1 eV
**Multiplicity**: 1
**Electronic energy**: -2037.3821 hartree

C6H10O3 as an isolated structure at a distorted geometry. Source: OMol25; level of theory: ωB97M-V/def2-TZVPD.

```
19
Properties=species:S:1:pos:R:3:lowdin_charge:R:1
O -0.51035 -2.50783 0.49820 0.078
H 1.40353 -0.99036 1.10602 0.136
H -1.15253 -3.07028 0.04060 0.126
C 0.74426 -0.30966 0.57809 -0.133
H -0.49326 0.74319 -1.74417 0.078
H -1.85435 1.23938 0.27959 0.077
C 0.57642 0.95835 -1.67292 -0.003
H -0.47243 -0.40990 2.35832 0.119
H -1.86598 1.53642 1.99670 0.076
H 2.80735 -1.02704 -0.47815 0.112
H -0.58830 2.21918 0.97256 0.076
C -0.37951 0.12381 1.41987 -0.137
O -1.60120 -0.94107 -0.69257 0.041
C -0.71418 -1.22729 0.08006 -0.482
O 2.34445 -0.54900 -1.17746 0.054
H 0.69910 2.00328 -1.37518 0.092
C -1.20314 1.33799 1.15433 -0.084
H 1.03635 0.81998 -2.65255 0.091
C 1.22377 0.05084 -0.69135 -0.316
```

Calculated values
**Energy relative to the best compared isomer or geometry (same formula, charge and spin)**: 75.5 kcal per mole
**Orbital gap**: 7.4 eV
**Multiplicity**: 1
**Electronic energy**: -460.2301 hartree